Record 1
Computed, not measured: a 2-piece molecular cluster, C13H23N2O9S2 overall at a distorted geometry, with ωB97M-V/def2-TZVPD.

Each line ends with the Mulliken charge.
Element x y z (Å)
S: -1.1094 -3.1013 0.6136  -0.05
S: -1.0474 -1.1201 -3.7882  1.12
O: -3.4007 -2.6253 -1.6483  -0.68
O: 1.8635 2.7987 0.0508  -0.58
O: -1.7269 0.2560 -2.9675  -0.48
O: -2.0212 -1.9362 -4.7262  -0.60
O: 4.8309 3.5193 1.5943  -0.52
O: -4.2617 -0.5529 -2.4494  -0.66
O: -0.4846 -2.0342 -2.4184  -0.46
O: 0.0394 -0.7094 -4.8582  -0.62
O: 4.9943 1.3704 1.1375  -0.49
N: -2.0276 1.0435 -0.8208  -0.48
N: 5.1780 2.5670 0.8860  0.88
C: -1.8963 -0.2667 -1.5622  0.83
C: -0.0809 -2.8720 3.3629  -0.72
C: -4.5096 1.2058 0.2061  -1.07
C: 1.3496 1.4418 0.3874  0.06
C: -2.8513 0.9798 0.2682  0.47
C: 1.9535 0.3432 -0.6613  -0.34
C: -0.0062 -1.7144 0.0268  -0.63
C: -0.4074 -0.9712 -1.3579  0.98
C: 0.9407 -0.1765 -1.8288  -0.94
C: -1.4411 -3.0355 2.4551  -0.27
C: -2.3063 0.7572 1.8357  -0.86
C: 5.8811 2.8851 -0.3860  -0.72
C: -3.2178 -1.1925 -1.8484  0.35
H: -4.8708 2.0004 0.9855  0.38
H: 6.8665 2.4165 -0.3440  0.30
H: 1.4939 3.4423 0.7472  0.32
H: -5.0276 0.1413 0.3576  0.28
H: -1.9089 -4.0917 2.7560  0.31
H: 0.6868 -2.2575 2.7081  0.17
H: 1.0568 -2.2293 -0.1574  0.45
H: -4.7553 1.5307 -0.8984  0.32
H: -0.3855 -2.2242 4.3135  0.23
H: 0.1591 -1.0109 0.9621  -0.17
H: 0.7690 0.7436 -2.5427  0.32
H: 5.9734 3.9694 -0.4772  0.30
H: 5.2826 2.4789 -1.2039  0.26
H: -1.1912 0.4156 1.8901  0.17
H: 0.1926 1.4194 0.5410  0.00
H: 2.5044 -0.5277 -0.0581  0.27
H: 1.5691 -0.9559 -2.4814  0.30
H: -2.2789 -2.2440 2.7206  0.12
H: 2.8457 0.8994 -1.2303  0.09
H: 0.3424 -3.9375 3.6657  0.25
H: 1.8245 1.1831 1.4519  0.19
H: -3.0517 0.1231 2.4866  0.28
H: -2.3309 1.8551 2.3048  0.34

Results
E_LUMO, eV: 1.66
Max |F|, eV/Å: 8.7
Charge: -1
Energy relative to the best compared isomer or geometry (same formula, charge and spin), kJ/mol: 957.6

---

Record 2
Computed, not measured: a 3-piece molecular cluster, C21H48BClIN2O10PS2 overall, with ωB97M-V/def2-TZVPD.

Each line ends with the Mulliken charge.
Element x y z (Å)
I: -1.9916 -0.6719 -4.0569  0.04
Cl: -6.2830 3.4093 1.3793  -0.21
S: -1.6830 -3.3892 -0.1931  -0.45
S: -1.3581 1.1436 2.2481  1.41
P: -1.1755 -1.8040 0.8218  0.54
O: 0.8047 4.9692 -0.6391  -0.50
O: -1.8111 2.2869 2.9474  -0.69
O: 4.3643 -5.7258 -1.7834  -0.35
O: -1.4824 1.3300 0.6882  -0.03
O: 5.1449 4.1953 0.8104  -0.35
O: -3.8130 -2.4423 2.3688  -0.57
O: -4.6664 -1.9855 0.1520  -0.71
O: -2.4746 0.0099 2.3866  -0.43
O: 2.0189 -2.3202 0.3553  -0.28
O: -0.0863 0.5687 2.5225  -0.62
N: 2.4503 4.5312 2.0236  -0.32
N: 2.0811 -3.9257 -2.3889  -0.26
C: -5.0414 -2.8028 2.9983  -0.78
C: 3.5911 -6.8623 -1.4656  -0.68
C: 4.0916 -5.1518 -3.0553  -0.78
C: -4.5144 -0.1465 -2.4625  -0.92
C: 1.0169 4.4494 1.7734  -0.82
C: 3.4288 -3.7988 -2.9176  -0.18
C: 1.4321 -2.6731 -2.0294  -0.19
C: 5.6010 5.5039 1.0717  -0.71
C: -2.6663 0.5912 0.1454  1.15
C: 2.1014 4.9293 -1.1972  -0.57
C: -6.3669 1.8612 0.4900  -0.87
C: 4.6652 3.4898 1.9489  -0.84
C: -3.8678 1.5453 0.3620  -1.45
C: 2.0708 -1.7949 -0.9576  -0.50
C: 3.1697 3.2763 1.8774  -0.02
C: 0.5515 4.0245 0.3851  0.25
C: -3.0767 -0.5517 -2.1861  0.23
C: 3.0439 -3.2337 0.6894  -0.73
C: -2.6516 -0.6317 1.1032  0.62
C: -5.2008 0.9489 0.8140  -0.18
C: -2.2604 0.4002 -1.3149  -2.50
B: -3.7935 -1.7752 1.1875  0.51
H: -4.8127 -3.0285 4.0368  0.25
H: 2.8738 2.6039 2.6893  0.30
H: 2.7873 -4.2641 0.4267  0.21
H: -7.3152 1.3917 0.7431  0.45
H: 2.4962 3.9085 -1.2232  0.25
H: -5.7560 -1.9792 2.9611  0.28
H: 3.6295 -7.6082 -2.2662  0.35
H: 0.4180 -2.9073 -1.7012  -0.06
H: 3.9852 -2.9763 0.1942  0.33
H: -4.0082 2.1221 -0.5554  0.43
H: 2.0287 5.3042 -2.2180  0.30
H: 3.1882 -3.1819 1.7681  0.28
H: 3.3775 -3.3347 -3.9083  0.33
H: -4.5990 0.9374 -2.5699  0.25
H: 4.9296 4.0263 2.8658  0.42
H: -0.5357 3.9225 0.4284  0.17
H: -0.1480 -1.0319 0.2674  -0.06
H: 1.3347 -2.0599 -2.9330  0.33
H: 3.1004 -1.5127 -1.2115  0.52
H: 0.9535 3.0435 0.0996  0.04
H: 1.4920 -0.8661 -0.9225  0.13
H: 2.0996 -4.5339 -1.5800  0.06
H: 4.0841 -3.1706 -2.2973  0.18
H: 6.3230 5.5188 1.8949  0.34
H: -5.4821 -3.6854 2.5288  0.32
H: -0.7755 -2.0153 2.1449  0.17
H: 5.0451 -5.0284 -3.5754  0.40
H: -3.5678 2.2663 1.1205  0.76
H: -4.8771 -0.5835 -3.3911  0.53
H: 0.5844 5.4317 1.9786  0.37
H: -6.3918 2.1012 -0.5732  0.33
H: 4.7861 6.1932 1.3213  0.30
H: -1.2143 0.0915 -1.3289  0.24
H: -5.4073 -0.0063 0.3335  0.17
H: 2.5392 -6.6183 -1.2774  0.27
H: -2.9946 -1.5640 -1.7987  0.15
H: 2.9532 2.7572 0.9327  0.10
H: 3.4634 -5.8243 -3.6482  0.41
H: -2.2876 1.3955 -1.7678  0.84
H: 2.8138 5.5575 -0.6537  0.20
H: -5.1640 -0.4983 -1.6605  0.07
H: 0.5820 3.7568 2.5018  0.35
H: 2.8600 5.2241 1.4108  0.14
H: 4.0159 -7.2960 -0.5620  0.24
H: -4.8512 -2.9308 0.0389  0.29
H: -5.1738 0.8008 1.8981  0.35
H: 6.0932 5.8584 0.1676  0.24
H: 5.1613 2.5159 1.9684  0.38

Results
E_LUMO, eV: 0.16
Structure (SMILES): COB(O)[C@]1([PH2]=S)OS(=O)(=O)O[C@@]1(CCCCl)C[C@@H](C)I.COCCNCCOC.COCCNCCOC
Max |F|, eV/Å: 0.8
Charge: 0

---

Record 3
Computed, not measured: C20H29NO4 as an isolated structure at a distorted geometry, with ωB97M-V/def2-TZVPD.

Each line ends with the Mulliken charge.
Element x y z (Å)
O: 6.2891 -0.1171 0.8189  -0.39
O: 4.6312 -1.9163 0.6616  -0.32
O: -1.0751 0.6429 -1.6920  -0.48
O: -2.5195 -0.6189 2.6635  -0.71
N: -2.3237 -0.4150 0.0668  0.74
C: -3.6958 -2.0955 -0.0093  -0.30
C: -1.9548 3.3725 -0.4345  -1.58
C: 5.0296 0.0604 -0.0118  0.40
C: 3.5768 1.3234 -1.3645  -0.97
C: -2.1583 0.9231 -0.6944  -0.64
C: -2.3871 -1.6588 -0.1919  -1.27
C: 4.6718 1.2230 -0.5369  -0.58
C: -2.2421 1.7069 1.3178  0.26
C: 2.5650 0.0935 -1.1476  0.68
C: 1.2911 0.0302 -1.8405  -1.79
C: -4.7378 -1.4882 -0.8544  -0.40
C: -6.2198 -2.1081 -0.6142  -2.00
C: -2.3569 2.5836 2.9169  -1.95
C: 7.1890 1.0905 0.6521  -1.02
C: 4.0721 -0.9381 0.3190  0.87
C: 2.9666 -0.8600 -0.4325  0.00
C: 3.8760 -3.1808 1.0365  -0.71
C: 0.1150 0.5971 -0.7663  -0.68
C: -2.1824 2.0838 0.0655  0.64
C: -2.4003 0.1159 1.5583  0.22
H: 0.0325 0.0544 0.0450  0.80
H: 0.4093 1.6676 -0.4756  0.21
H: 7.9990 0.6254 1.1681  0.30
H: -2.9571 3.6576 -0.7406  0.42
H: 4.2589 -3.9386 1.7896  0.29
H: 0.9825 -0.7701 -2.0155  0.87
H: 2.2241 -1.7556 -0.2624  -0.06
H: -4.1018 -1.9945 0.9653  0.28
H: -1.5353 4.2828 0.2814  0.27
H: -3.1603 2.9914 2.7537  0.60
H: 6.7969 1.9352 1.1612  0.33
H: 2.8852 -2.7768 1.5019  0.28
H: -1.4455 3.1226 2.7381  0.37
H: 3.5933 -3.8623 0.0794  0.25
H: -1.5538 3.4634 -1.4683  0.35
H: 5.3270 1.9598 -0.7300  0.48
H: -6.9330 -1.6722 -1.2177  0.47
H: 3.2456 2.2975 -1.8302  0.29
H: -3.7036 -3.3966 -0.1903  0.21
H: -6.2241 -3.1102 -1.0510  0.36
H: -2.3069 1.9098 3.4682  0.66
H: 1.2874 0.9052 -2.8957  0.18
H: -2.9458 0.8033 -1.2724  0.98
H: 7.4855 1.0578 -0.3440  0.47
H: -6.4104 -1.9960 0.2377  0.74
H: -2.0452 -1.8050 -1.1669  0.58
H: -1.5940 -2.2671 0.4459  0.30
H: -4.9174 -0.3775 -0.6119  0.15
H: -4.7130 -1.4616 -1.8487  0.53

Results
E_LUMO, eV: 0.46
Max |F|, eV/Å: 16.8
Charge: 0
Energy relative to the best compared isomer or geometry (same formula, charge and spin), kJ/mol: 1970.3

---

Record 4
Computed, not measured: a 6-piece molecular cluster, C39H83F3INO2 overall at a distorted geometry, with ωB97M-V/def2-TZVPD.

Each line ends with the Mulliken charge.
Element x y z (Å)
I: 0.7416 -5.7013 -5.0733  0.04
F: 2.4520 1.7501 -4.8392  -0.27
F: 3.5605 -0.1595 -4.9482  -0.28
F: 2.5162 0.4266 -3.0998  -0.12
O: -0.1656 1.3141 -1.7747  -0.46
O: 1.3711 -0.2437 -4.9034  -0.34
N: -0.9829 -0.7774 -1.1336  -0.05
C: -0.8861 -2.1099 -1.7690  -0.55
C: 5.8534 -1.3476 -1.4012  -0.49
C: 4.8841 5.9584 0.3301  -0.35
C: -2.2436 -5.3487 1.5829  -0.78
C: -4.5045 -0.6545 3.9142  -0.72
C: -2.4086 3.5936 -2.8078  0.09
C: 0.0576 -1.8567 -2.9669  0.87
C: 3.5584 3.8591 1.0054  -0.96
C: 2.6073 3.5000 -1.3369  -1.13
C: 0.1647 -2.9723 -3.9937  -1.23
C: 4.3732 -1.5805 -1.1145  -0.38
C: -5.6938 -0.9055 4.8353  -0.53
C: -2.3750 -3.8458 1.8185  0.05
C: -8.9673 -2.3528 3.7446  -1.23
C: 0.3617 -4.3693 -3.3931  -0.49
C: -6.5066 -3.0226 3.6119  -0.06
C: -3.4563 5.6260 -0.7089  -0.30
C: -7.6842 -2.3394 2.9190  -0.57
C: -0.5383 -0.5087 -3.4005  0.02
C: -1.3048 -3.5599 4.7422  -1.12
C: 6.7775 -1.8121 -0.2756  -0.94
C: -6.0771 -2.3814 4.9328  -0.67
C: -1.0391 4.1688 -3.1548  -0.57
C: 2.4513 0.4374 -4.4621  0.79
C: 6.5415 -1.1255 1.0738  -0.83
C: -1.0804 -3.1463 2.2368  0.00
C: 3.7151 3.1620 -0.3440  0.28
C: -0.4263 -3.6956 3.5028  -0.77
C: -0.5361 0.1757 -2.0351  0.03
C: -1.2762 -5.6950 0.4545  -0.98
C: 6.1504 5.5902 1.0980  -0.98
C: 6.6079 0.4016 1.0446  0.53
C: -4.6853 4.9090 -0.1572  -1.21
C: 0.0992 0.3014 -4.5183  -1.06
C: 1.4892 -4.4869 -2.3587  -0.35
C: 7.9702 0.9501 0.6319  -1.28
C: -3.5052 5.8459 -2.2201  -0.77
C: 3.6093 5.3862 0.9479  -0.82
C: -3.5630 4.5642 -3.0523  -1.01
H: -0.5736 -4.7522 -2.9984  0.63
H: 2.6047 3.5590 1.4509  0.40
H: 8.7509 0.6044 1.3125  0.32
H: -0.7961 5.0376 -2.5409  0.34
H: -4.2410 0.4037 3.8970  0.43
H: -1.2273 -6.7729 0.2971  0.45
H: 2.0381 -3.5559 -2.2465  -0.14
H: -1.8736 -2.3219 -2.1903  0.23
H: 4.9782 5.6286 -0.7080  0.23
H: 5.5626 -1.4219 1.4608  0.31
H: -2.7422 -3.3741 0.9007  0.38
H: 7.8141 -1.6603 -0.5880  0.35
H: 3.7198 2.0812 -0.1728  -0.12
H: -1.5998 -5.2372 -0.4830  0.18
H: 8.2418 0.6403 -0.3784  0.30
H: -0.5302 0.3033 -5.4040  0.43
H: -0.7628 -2.9653 -4.5746  0.39
H: -5.5956 5.4685 -0.3829  0.30
H: 4.3340 3.4937 1.6852  0.30
H: -3.3644 6.5997 -0.2208  0.38
H: -9.2666 -3.3760 3.9807  0.30
H: -4.7916 3.9083 -0.5785  0.28
H: -0.3557 -3.1982 1.4172  -0.12
H: -6.7660 -4.0687 3.8032  0.43
H: -6.8755 -2.4937 5.6713  0.37
H: -0.9990 4.4742 -4.2039  0.28
H: 1.6294 3.2281 -0.9370  0.27
H: -2.6359 6.4371 -2.5202  0.30
H: 7.0297 6.0449 0.6396  0.38
H: 3.5023 5.7754 1.9655  0.45
H: -7.4235 -1.3082 2.6654  0.25
H: -0.2630 -5.3501 0.6721  0.18
H: 2.7444 2.9572 -2.2706  0.22
H: -2.2330 -4.1251 4.6441  0.23
H: 6.3608 0.7792 2.0406  0.42
H: -0.7865 -3.9307 5.6269  0.42
H: -0.5679 -0.7003 -0.2183  0.33
H: -0.2627 3.4242 -2.9875  -0.24
H: 6.6596 -2.8916 -0.1387  0.39
H: -3.1470 -3.6673 2.5723  -0.22
H: 4.6884 3.4043 -0.7816  0.35
H: -3.6289 -1.2126 4.2545  -0.08
H: 2.5920 4.5650 -1.5767  0.38
H: 1.0881 -4.7961 -1.3930  -0.05
H: 5.8384 0.7951 0.3748  -0.47
H: -5.4512 -0.5447 5.8380  0.36
H: -5.2239 -2.9428 5.3276  0.32
H: -1.5613 -2.5135 4.9193  0.22
H: 0.9646 -2.7460 -4.6967  0.61
H: 4.0444 -1.0289 -0.2316  0.20
H: 2.7457 5.7611 0.3920  0.28
H: -5.6564 -3.0468 2.9236  -0.17
H: -1.5998 -0.6593 -3.6286  0.66
H: 4.7934 7.0471 0.2947  0.40
H: 7.9709 2.0408 0.6502  0.32
H: -4.5084 4.0476 -2.8627  0.35
H: 0.5091 -3.1558 3.6700  0.45
H: -6.5489 -0.3131 4.4989  0.27
H: -4.3806 6.4568 -2.4623  0.43
H: -4.6194 4.8022 0.9263  0.38
H: -2.5564 5.0661 -0.4405  0.20
H: -8.8492 -1.8108 4.6838  0.28
H: -0.1497 -4.7440 3.3609  0.26
H: 6.0148 -0.2845 -1.5986  0.20
H: -0.5780 -2.8822 -1.0786  -0.03
H: -1.2953 -2.0823 2.3824  0.46
H: 0.1955 1.3349 -4.1851  0.27
H: -1.9290 -5.8473 2.5034  0.28
H: -2.4107 3.2602 -1.7671  0.15
H: 3.7653 -1.2472 -1.9526  -0.20
H: 4.1663 -2.6412 -0.9484  0.34
H: -3.5800 4.8393 -4.1118  0.39
H: 6.0942 5.9400 2.1310  0.30
H: -4.7191 -0.9564 2.8877  0.24
H: -2.5801 2.6967 -3.4119  0.26
H: -9.7862 -1.8839 3.1978  0.39
H: 6.3120 4.5111 1.1158  0.07
H: 2.2142 -5.2486 -2.6357  0.55
H: -3.2294 -5.7520 1.3400  0.42
H: 7.2746 -1.5041 1.7927  0.44
H: 1.0126 -1.6055 -2.4938  -0.41
H: 6.1285 -1.8696 -2.3211  0.46
H: -7.8680 -2.8474 1.9688  0.41

Results
E_LUMO, eV: 0.37
Structure (SMILES): C[C@H](I)C[C@@H]1CNC(=O)[C@H]1COC(F)(F)F.CCCCCC.CCCCCC.CCCCCC.CCCCCC.CCCCCC
Max |F|, eV/Å: 1.5
Charge: 0

---

Record 5
Computed, not measured: C5H7NO as an isolated structure, with ωB97M-V/def2-TZVPD.

Each line ends with the Mulliken charge.
Element x y z (Å)
O: -2.6427 -0.2490 0.6436  -0.45
N: 1.2959 0.6876 -0.4309  -0.47
C: -0.3289 -0.2118 0.0889  0.43
C: -1.6109 -0.8655 0.5183  -0.30
C: 0.5965 0.7020 0.9189  -0.35
C: -0.1062 0.8428 -1.0060  -0.32
C: 0.9942 -0.8043 -0.4251  -0.39
H: 1.1792 0.2445 1.7250  0.25
H: -1.5691 -1.9549 0.7343  0.31
H: 1.0057 -1.2538 -1.4233  0.25
H: 1.6207 -1.3703 0.2725  0.27
H: -0.1924 0.5167 -2.0474  0.25
H: 0.2113 1.6838 1.2088  0.26
H: -0.5384 1.8364 -0.8592  0.25

Results
E_LUMO, eV: 0.70
Max |F|, eV/Å: 0.5
Charge: 0
Energy relative to the best compared isomer or geometry (same formula, charge and spin), kJ/mol: 342.0

---

Record 6
Computed, not measured: the molecule C4H9NO, with ωB97M-V/def2-TZVPD.

Each line ends with the Mulliken charge.
Element x y z (Å)
O: -0.8579 -0.9091 1.6698  -0.46
N: 0.5971 -0.4178 -0.7379  -0.36
C: 1.2185 1.7643 0.2919  -0.97
C: 1.0350 0.9479 -0.9855  -0.48
C: -1.3560 -1.1540 0.6036  -0.02
C: -0.8372 -0.6386 -0.7253  -0.38
H: 2.1977 1.6644 0.7771  0.28
H: -1.1491 -1.3663 -1.4831  0.32
H: -2.2420 -1.7954 0.5253  0.34
H: -1.3653 0.3052 -0.9376  0.23
H: 0.9744 -0.7138 0.1566  0.25
H: 1.1072 2.8484 0.1940  0.33
H: 0.4862 1.4260 1.0245  0.29
H: 0.2933 1.4685 -1.5874  0.31
H: 1.9217 0.9006 -1.6192  0.32

Results
E_LUMO, eV: 1.03
Structure (SMILES): CCNCC=O
Max |F|, eV/Å: 0.8
Charge: 0
Energy relative to the best compared isomer or geometry (same formula, charge and spin), kJ/mol: 163.1